1.
DFT (ωB97M-V/def2-TZVPD) results for a molecular structure, C27H17F5N6O2S2V.

Geometry as XYZ:
```
60
Properties=species:S:1:pos:R:3:lowdin_charge:R:1
V -0.4323 0.3099 0.9555 0.4541
O 0.6023 2.6195 -0.9778 0.0529
C 1.3188 2.1495 -0.1072 -0.4115
N 0.8017 1.7673 1.1088 -0.0290
C 1.4101 1.9315 2.3176 -0.4551
O 2.3917 2.5976 2.5857 0.0770
C 0.5160 1.3227 3.3592 -0.1720
C 0.5935 1.6865 4.6900 0.0044
C -0.3995 1.2765 5.5653 -0.0722
C -1.4431 0.5066 5.0610 -0.0633
C -1.4465 0.1561 3.7264 -0.1479
N -0.4859 0.5516 2.8644 -0.0756
C 2.7662 1.8577 -0.4211 -0.1966
C 3.3407 2.4147 -1.5587 0.0007
C 4.6339 2.0488 -1.8902 -0.0643
C 5.3048 1.1522 -1.0747 -0.0589
C 4.6502 0.6660 0.0495 -0.1190
N 3.4105 1.0064 0.3672 0.1195
H 1.4203 2.3080 5.0049 0.1220
H -0.3789 1.5703 6.6057 0.1013
H -2.2616 0.1931 5.6943 0.1043
H -2.2529 -0.4397 3.3198 0.0949
H 2.7672 3.1030 -2.1637 0.1142
H 5.1099 2.4508 -2.7755 0.1047
H 6.3125 0.8312 -1.3021 0.1008
H 5.1319 -0.0361 0.7221 0.1112
F 0.9745 -3.0685 -4.7957 0.1191
C 1.0195 -2.7050 -3.5129 -0.1471
C 0.4924 -1.4938 -3.1059 -0.1488
F -0.0750 -0.6743 -3.9985 0.1104
C 0.5476 -1.1484 -1.7713 -0.2008
F -0.0349 0.0229 -1.3877 0.0283
C 1.1476 -1.9304 -0.7857 -0.5079
S 1.2784 -1.4164 0.8507 0.7770
C 1.6596 -3.1552 -1.2401 -0.2350
F 2.2229 -3.9888 -0.3653 0.0887
C 1.5904 -3.5404 -2.5634 -0.1453
F 2.0661 -4.7266 -2.9444 0.1225
C -2.3939 3.2852 -1.8639 -0.0154
N -2.5942 1.8485 -1.8209 -0.0907
C -2.7334 1.0144 -2.9132 -0.0220
C -2.8215 -0.2474 -2.4619 -0.0351
N -2.7257 -0.1904 -1.0746 -0.0027
C -2.5575 1.1170 -0.6911 -0.6999
S -2.4964 1.7248 0.8779 0.7966
C -2.5893 -1.3156 -0.2324 -0.2346
C -3.3392 -2.4483 -0.4921 0.0139
C -3.1532 -3.5703 0.2964 -0.0318
C -2.2449 -3.4955 1.3413 -0.0262
C -1.5628 -2.3165 1.5518 -0.1431
N -1.6946 -1.2272 0.7682 -0.0317
H -2.4890 3.6178 -2.8941 0.0964
H -1.3989 3.5175 -1.4906 0.0740
H -3.1362 3.7814 -1.2414 0.0889
H -2.7424 1.3909 -3.9201 0.1328
H -2.9082 -1.1755 -2.9967 0.1304
H -4.0616 -2.4422 -1.2964 0.1201
H -3.7179 -4.4726 0.1081 0.1161
H -2.0629 -4.3430 1.9859 0.1170
H -0.8466 -2.2297 2.3534 0.0893
```

Gap between HOMO and LUMO (spin up / spin down)   6.5 / 4.7 eV
Highest occupied orbital energy (spin up / spin down)   -7.05 / -5.30 eV
Spin multiplicity   2
Energy relative to the best compared isomer or geometry (same formula, charge and spin)   19.9 kcal/mol
<S²>   0.934



2.
DFT (ωB97M-V/def2-TZVPD) results for a molecular structure, C27H18Cl4NiO3PS.

Geometry as XYZ:
```
55
Properties=species:S:1:pos:R:3:lowdin_charge:R:1
Ni 1.7090 -0.6621 1.9635 0.0570
Cl -1.2643 -0.8498 -0.1208 0.5757
C -2.1039 -0.9075 1.2420 -0.3780
C -3.2455 -1.6865 1.5320 -0.0485
C -3.9715 -1.5509 2.6940 -0.1057
C -3.5891 -0.6902 3.7118 -0.1470
C -2.4081 0.0266 3.5246 -0.7083
Cl -1.8708 1.0946 4.7911 0.6408
C -1.6649 -0.0957 2.3826 -0.3590
S -0.0378 1.0582 2.1795 0.7082
H -3.5694 -2.3625 0.7470 0.1133
H -4.8745 -2.1394 2.7983 0.1023
H -4.1603 -0.5751 4.6203 0.0890
O 0.6514 -2.5244 1.0418 -0.0324
C -0.1298 -1.7021 0.5683 -0.5783
C -1.6569 -1.8741 -1.2102 -0.2107
C -2.1453 -2.5643 -2.2789 -0.1037
C -3.0359 -1.6412 -3.0109 -0.1584
C -3.4805 -0.3436 -2.7449 -0.1238
C -3.1896 0.6444 -1.6260 -0.0805
C -2.2389 0.1741 -0.8362 -0.2690
P 0.1093 0.4759 0.0392 0.6789
C -0.2114 2.0898 -0.7668 -0.3336
C 0.5072 2.4397 -1.9071 -0.0753
C 0.3683 3.7013 -2.4740 -0.0842
C -0.4770 4.6325 -1.8961 -0.0949
C -1.1878 4.2987 -0.7463 -0.0842
C -1.0457 3.0459 -0.1803 -0.1162
C 1.7215 -0.0736 -0.6817 -0.3313
C 1.8489 -1.1753 -1.5271 -0.0682
C 3.1017 -1.5167 -2.0046 -0.0744
C 4.2218 -0.7730 -1.6421 -0.0810
C 4.0872 0.3490 -0.8420 -0.0685
C 2.8320 0.7121 -0.3716 -0.1115
H -1.9576 -3.5887 -2.5499 0.0787
H -3.4783 -2.0782 -3.9028 0.0753
H -4.2005 0.0240 -3.4711 0.0660
H -3.7137 1.5830 -1.5378 0.0890
H 1.1730 1.7170 -2.3603 0.1039
H 0.9346 3.9526 -3.3619 0.0996
H -0.5803 5.6190 -2.3307 0.0963
H -1.8433 5.0244 -0.2816 0.1002
H -1.6016 2.7921 0.7130 0.0868
H 0.9753 -1.7527 -1.8016 0.1036
H 3.2063 -2.3780 -2.6523 0.1012
H 5.2038 -1.0775 -1.9816 0.1004
H 4.9566 0.9263 -0.5579 0.1131
H 2.7043 1.5985 0.2368 0.1159
Cl 5.1247 -3.1568 3.5905 0.5799
C 3.9161 -2.1940 2.7262 -0.9407
Cl 2.3534 -2.2411 3.6223 0.6922
C 4.4060 -0.7129 2.4640 -0.7476
O 5.6065 -0.5662 2.3159 -0.0013
O 3.4823 0.1562 2.3803 -0.1145
H 3.7332 -2.6820 1.7716 0.0634
```

Gap between HOMO and LUMO (spin up / spin down)   4.9 / 5.2 eV
Highest occupied orbital energy (spin up / spin down)   -2.67 / -2.85 eV
Spin multiplicity   3
<S²>   2.125
Total charge   -1



3.
DFT (ωB97M-V/def2-TZVPD) results for a molecular structure, C27H18ClIIrNOP.

Geometry as XYZ:
```
51
Properties=species:S:1:pos:R:3:lowdin_charge:R:1
Ir -0.4369 0.9173 0.4191 1.2827
Cl -5.7956 -1.1101 4.3648 0.7339
C -4.7089 -0.2560 3.3050 -0.5945
C -5.1303 0.8460 2.6507 -0.1313
C -4.2652 1.5638 1.7697 -0.6400
I -4.9340 3.2711 0.7975 0.9934
C -3.0225 1.1425 1.5574 -0.3866
O -2.1317 1.7875 0.6955 -0.3038
C -2.5779 -0.0023 2.2371 -0.1390
N -1.2764 -0.3738 1.9712 -0.0140
C -0.7855 -1.4190 2.5881 -0.1112
C -1.5302 -2.1731 3.5143 -0.0153
C -2.8253 -1.8332 3.7856 0.0129
C -3.3999 -0.7180 3.1347 -0.1615
H -6.1462 1.1866 2.7990 0.1051
H 0.2368 -1.6799 2.3510 0.1086
H -1.0640 -3.0159 4.0046 0.1171
H -3.4102 -2.4016 4.4958 0.1055
C 5.8316 -1.2225 -1.4395 -0.0533
C 5.7073 -0.2235 -0.4835 -0.0606
C 4.4526 0.2564 -0.1456 -0.0813
C 3.3233 -0.2584 -0.7820 -0.3458
C 3.4469 -1.2561 -1.7493 -0.0740
C 4.7059 -1.7348 -2.0719 -0.0576
P 1.7080 0.4360 -0.4074 1.0222
C 0.4362 -0.7110 -0.7463 -0.4944
C 0.4669 -2.0191 -0.1395 -0.1223
C -0.6001 -2.8336 -0.2441 -0.0596
C -1.7893 -2.3983 -0.9229 -0.0332
C -1.8518 -1.1703 -1.4989 -0.0427
C -0.7340 -0.2954 -1.4365 -0.1585
C 1.3787 1.7797 -1.5083 -0.3929
C 2.0935 2.4140 -2.5148 -0.0521
C 1.4987 3.5182 -3.1029 -0.0649
C 0.2349 3.9479 -2.6797 -0.0528
C -0.4613 3.2940 -1.6670 -0.0722
C 0.1318 2.1997 -1.0524 -0.3594
H 6.8105 -1.6074 -1.6913 0.1148
H 6.5858 0.1780 0.0025 0.1144
H 4.3524 1.0305 0.6059 0.1127
H 2.5732 -1.6441 -2.2569 0.1142
H 4.8081 -2.5076 -2.8215 0.1146
H 1.3520 -2.3451 0.3925 0.1196
H -0.5634 -3.8220 0.1935 0.1214
H -2.6352 -3.0688 -0.9971 0.1176
H -2.7343 -0.8612 -2.0404 0.1244
H -0.7518 0.6289 -1.9987 0.1009
H 3.0692 2.0630 -2.8272 0.1137
H 2.0096 4.0481 -3.8951 0.1094
H -0.2126 4.8108 -3.1558 0.1113
H -1.4393 3.6420 -1.3591 0.1043
```

Gap between HOMO and LUMO   6.3 eV
Highest occupied orbital energy   -11.03 eV
Spin multiplicity   1
Energy relative to the best compared isomer or geometry (same formula, charge and spin)   25.1 kcal/mol
Total charge   +1



4.
DFT (ωB97M-V/def2-TZVPD) results for a molecular structure, C27H18N3V.

Geometry as XYZ:
```
49
Properties=species:S:1:pos:R:3:lowdin_charge:R:1
V 0.1537 0.7323 0.3808 1.1863
C 3.7391 -1.4260 -0.6924 0.0278
C 2.5195 -0.7681 -0.8240 -0.0323
N 1.8368 -0.3309 0.2389 -0.0160
C 2.3460 -0.5427 1.4950 -0.1375
C 3.5690 -1.1783 1.7081 -0.0987
C 4.2679 -1.6258 0.5643 0.0924
C 4.0354 -1.3600 3.0508 0.0418
C 3.3007 -0.9345 4.1050 0.0424
C 2.0358 -0.2907 3.9069 -0.0977
C 1.2038 0.1560 4.9559 0.0915
C -0.0076 0.7503 4.6738 0.0278
C -0.3971 0.9161 3.3489 -0.0295
N 0.3728 0.5098 2.3361 0.0016
C 1.5704 -0.0964 2.6054 -0.1272
H 4.2536 -1.7678 -1.5795 0.1412
H 2.0868 -0.5880 -1.8013 0.1437
H 5.2187 -2.1319 0.6826 0.1526
H 4.9868 -1.8524 3.2050 0.1446
H 3.6529 -1.0817 5.1178 0.1446
H 1.5214 0.0242 5.9835 0.1525
H -0.6628 1.0896 5.4636 0.1403
H -1.3433 1.3778 3.0953 0.1417
C -3.6654 -0.9269 -0.3161 0.0098
C -4.2706 0.3263 -0.4480 0.0398
C -3.5392 1.5056 -0.3921 0.0300
C -2.1588 1.4791 -0.2091 -0.1337
C -1.5671 0.1786 -0.0594 -0.1664
C -2.3037 -1.0053 -0.1069 -0.0165
C -1.3523 2.7361 -0.1946 -0.1660
C -1.8938 3.9945 -0.4208 0.0521
C -1.0658 5.0986 -0.3809 0.1037
C 0.3065 4.9777 -0.0980 -0.1174
C 1.1763 6.0893 -0.0413 0.0350
C 2.5021 5.9062 0.2423 0.0008
C 3.0042 4.6114 0.4753 0.0012
C 2.1858 3.5088 0.4237 -0.0012
C 0.8261 3.6799 0.1362 -0.1669
N -0.0231 2.5993 0.0687 0.0113
H -4.2639 -1.8265 -0.3684 0.1411
H -5.3410 0.3835 -0.6000 0.1442
H -4.0635 2.4427 -0.5079 0.1292
H -1.8180 -1.9651 0.0175 0.1324
H -2.9414 4.1158 -0.6430 0.1303
H -1.4785 6.0827 -0.5710 0.1548
H 0.7774 7.0787 -0.2247 0.1427
H 3.1733 6.7527 0.2863 0.1360
H 4.0570 4.4865 0.6914 0.1330
H 2.5933 2.5170 0.5934 0.1069
```

Gap between HOMO and LUMO (spin up / spin down)   6.0 / 6.9 eV
Highest occupied orbital energy (spin up / spin down)   -17.94 / -17.98 eV
Spin multiplicity   2
<S²>   0.789
Total charge   +3



5.
DFT (ωB97M-V/def2-TZVPD) results for a molecular structure, C27H19BrCdN5O.

Geometry as XYZ:
```
54
Properties=species:S:1:pos:R:3:lowdin_charge:R:1
Cd -0.9864 -0.3055 0.2086 1.4198
Br 0.7463 2.4712 -6.2101 0.8019
C 0.3260 1.7682 -4.4491 -0.6902
C -1.0477 2.2071 -4.0509 -0.0812
C -1.7383 1.5450 -3.1294 0.0275
C -1.1744 0.3580 -2.4200 -0.5336
O -2.0446 -0.3242 -1.6553 -0.2602
C 0.9610 -0.1837 -2.2579 -0.2852
C 1.4892 -1.2988 -1.4103 0.0004
N 0.9526 -1.5244 -0.2834 0.0312
C 1.2117 -2.6208 0.5599 -0.2001
C 2.3533 -3.3727 0.5390 0.0056
C 2.5195 -4.4698 1.4080 -0.0424
C 1.5344 -4.8014 2.2894 -0.0104
C 0.3477 -4.0326 2.3563 -0.1407
C -0.6963 -4.3454 3.2565 0.0198
C -1.8198 -3.5759 3.2900 -0.0269
C -1.8948 -2.4684 2.4307 -0.1218
N -0.9474 -2.1428 1.5799 0.0053
C 0.1828 -2.9205 1.5073 -0.1514
C 1.7761 0.4914 -3.3833 -0.0781
H -1.4673 3.0730 -4.5465 0.1011
H -2.7414 1.8404 -2.8469 0.1241
H 2.2509 -1.9524 -1.8418 0.1442
H 3.1503 -3.1192 -0.1486 0.1167
H 3.4330 -5.0466 1.3661 0.1178
H 1.6457 -5.6492 2.9532 0.1247
H -0.5891 -5.2021 3.9105 0.1310
H -2.6406 -3.7913 3.9582 0.1176
H -2.7711 -1.8307 2.4486 0.1144
H 2.7901 0.1377 -3.5515 0.1519
C -1.4481 3.5961 4.5054 -0.0610
C -1.7622 2.2800 4.2032 -0.0674
C -1.4164 1.7632 2.9644 -0.0505
C -0.7606 2.5586 2.0385 -0.2570
C -0.4405 3.8786 2.3359 -0.0152
C -0.7887 4.3904 3.5722 -0.0567
N -0.4458 1.9430 0.7846 -0.0107
N 0.1850 2.6381 -0.0220 0.1167
C 0.5062 2.0377 -1.2676 -0.2734
C 1.2270 2.7096 -2.1632 0.0842
C 1.5418 2.0318 -3.4536 -0.1908
C 0.6064 0.2437 -4.3718 -0.1569
C -0.1906 -0.5013 -3.2745 -0.0228
N 0.0810 0.7346 -1.5287 -0.0300
H -1.7180 4.0072 5.4689 0.1127
H -2.2751 1.6613 4.9268 0.1099
H -1.6540 0.7325 2.7180 0.0692
H 0.0686 4.4855 1.6014 0.1099
H -0.5472 5.4171 3.8122 0.1135
H 1.5769 3.7111 -1.9490 0.1298
H 2.3453 2.5429 -3.9743 0.1208
H 0.7272 -0.2641 -5.3219 0.1354
H -0.5300 -1.5112 -3.4819 0.1577
```

Gap between HOMO and LUMO   7.8 eV
Highest occupied orbital energy   -11.45 eV
Spin multiplicity   1
Total charge   +1